(1)
The following is a quantum chemistry calculation of a 2-piece molecular cluster, C2H9N2S2 overall, from OMol25.

CARTESIAN COORDINATES (ANGSTROEM)
C1 1.32203 -0.35646 -0.38414
C2 0.40292 0.44171 0.49436
N1 0.30191 0.20751 1.78937
N2 -1.51952 -1.12777 0.02212
S1 -0.04253 2.02893 -1.99253
S2 -0.48201 1.84158 0.00393
H1 2.40694 -0.15838 -0.35717
H2 0.92921 -1.41322 -0.27594
H3 0.93852 -0.12831 -1.33999
H4 0.86159 -0.55179 2.22755
H5 -0.56295 0.43338 2.14468
H6 -1.62176 -1.44839 -0.96243
H7 -1.51654 -2.14421 0.42164
H8 -2.38410 -0.72610 0.23815
H9 0.96629 3.10151 -2.02960

Summary:
net charge: +1
HOMO level: -14.0 eV
frontier orbital gap: 9.66 eV
M: 125.24 g/mol
ΔE to the lowest compared entry with this formula, charge and spin: 33.2 kcal/mol

Here are the natural (NBO) charges for atoms 1 to 4, given in e: C -0.731; C 0.318; N -0.702; N -1.093

(2)
The following is a quantum chemistry calculation of a 2-piece molecular cluster, C2H9N3 overall, from OMol25.

CARTESIAN COORDINATES (ANGSTROEM)
C1 -1.47105 3.82111 0.24480
N1 -0.17258 3.29036 0.50864
H1 -1.57596 4.17383 -0.88143
H2 -1.57650 4.73550 0.77903
H3 -2.38159 3.13646 0.29857
H4 0.12034 3.09837 1.40668
H5 0.06845 2.48976 -0.11540
N2 0.23838 -3.47533 0.49494
C2 1.07621 -3.25825 -0.60266
N3 2.20077 -3.82532 -0.60234
H6 -0.68213 -3.76155 0.34629
H7 0.73266 -4.15719 1.03786
H8 0.75704 -2.73476 -1.50382
H9 2.66596 -3.53298 -1.41116

Summary:
net charge: 0
SMILES string: [H]/N=C/N.CN
HOMO level: -9.0 eV
frontier orbital gap: 9.85 eV
M: 75.11 g/mol
ΔE to the lowest compared entry with this formula, charge and spin: 31.7 kcal/mol

Here are the natural (NBO) charges for atoms 1 to 4, given in e: C -0.406; N -0.848; H 0.179; H 0.197

(3)
The following is a quantum chemistry calculation of a 2-piece molecular cluster, C2H9N3 overall, from OMol25.

CARTESIAN COORDINATES (ANGSTROEM)
C1 -2.86485 3.74991 -0.76173
N1 -1.79936 4.37145 0.04826
H1 -3.84342 4.19254 -0.57127
H2 -2.99906 2.71684 -0.45145
H3 -2.65282 3.81704 -1.82925
H4 -0.93935 3.82865 -0.09148
H5 -1.51911 5.20042 -0.46373
N2 1.43104 -4.51496 0.45448
C2 2.61084 -3.75381 0.40688
N3 2.91981 -3.00405 1.38666
H6 1.54299 -5.36703 -0.09316
H7 1.22003 -4.80675 1.40946
H8 3.11956 -3.91446 -0.54476
H9 3.77370 -2.51579 1.10111

Summary:
net charge: 0
SMILES string: [H]/N=C/N.CN
HOMO level: -9.6 eV
frontier orbital gap: 10.59 eV
M: 75.11 g/mol
ΔE to the lowest compared entry with this formula, charge and spin: 21.3 kcal/mol

Here are the natural (NBO) charges for atoms 1 to 4, given in e: C -0.418; N -0.814; H 0.190; H 0.193

(4)
The following is a quantum chemistry calculation of a 3-piece molecular cluster, C2H9N3 overall, from OMol25.

CARTESIAN COORDINATES (ANGSTROEM)
C1 -0.68453 0.29253 -0.24260
C2 0.20739 0.74862 1.57252
N1 0.51827 0.54732 -0.79478
N2 1.44833 -0.47129 -0.77900
N3 -1.26996 -0.95248 -0.10788
H1 2.35124 -0.07235 -1.00118
H2 1.22088 -1.23210 -1.41247
H3 -2.27633 -0.96935 -0.04639
H4 -0.69083 -1.76849 -0.22449
H5 -1.36977 1.12470 -0.31451
H6 -0.31676 0.37964 -2.14345
H7 0.71582 -0.16822 1.84514
H8 -0.70438 0.92390 2.13410
H9 0.85063 1.61757 1.51500

Summary:
net charge: 0
HOMO level: -7.0 eV
frontier orbital gap: 7.61 eV
M: 75.11 g/mol
ΔE to the lowest compared entry with this formula, charge and spin: 138.9 kcal/mol

Here are the natural (NBO) charges for atoms 1 to 4, given in e: C 0.216; C -0.713; N -0.283; N -0.659

(5)
The following is a quantum chemistry calculation of a 2-piece molecular cluster, C2H9N3 overall, from OMol25.

CARTESIAN COORDINATES (ANGSTROEM)
C1 -4.22661 0.42357 -2.28101
N1 -3.15404 1.09822 -2.38258
H1 -4.71829 0.43229 -1.30397
H2 -4.69772 -0.06897 -3.13743
H3 -2.41633 0.65505 -2.92423
N2 2.84987 -0.11955 0.27289
C2 1.62186 -0.35996 1.00364
N3 1.65550 -0.44463 2.46045
H4 3.64694 -0.51847 0.75989
H5 3.05309 0.87226 0.19865
H6 1.34678 -1.38462 0.76741
H7 0.79621 0.30217 0.76334
H8 2.03919 0.33103 2.98917
H9 2.20354 -1.21839 2.81380

Summary:
net charge: 0
SMILES string: C=N.NCN
HOMO level: -9.0 eV
frontier orbital gap: 10.07 eV
M: 75.11 g/mol
ΔE to the lowest compared entry with this formula, charge and spin: 51.9 kcal/mol

Here are the natural (NBO) charges for atoms 1 to 4, given in e: C -0.012; N -0.645; H 0.160; H 0.143

(6)
The following is a quantum chemistry calculation of a 2-piece molecular cluster, C2H9N3O overall, from OMol25.

CARTESIAN COORDINATES (ANGSTROEM)
C1 -1.32211 0.50615 0.44081
N1 -0.21928 -0.00838 1.21774
C2 0.98897 -0.15406 0.59892
N2 2.02814 -0.48625 1.45964
N3 1.06214 -0.11195 -0.67522
H1 -1.05256 1.37905 -0.14888
H2 -1.65603 -0.24581 -0.25530
H3 -2.14539 0.78516 1.08480
H4 -0.41774 -0.49660 2.07036
H5 2.08308 -0.02991 2.35311
H6 2.91479 -0.59259 1.00148
H7 1.99721 -0.11515 -1.06280
H8 -1.71070 0.03033 -3.42363
H9 -0.81336 -0.25431 -2.18018
O1 -1.73718 -0.20567 -2.48085

Summary:
net charge: 0
SMILES string: [H]/N=C(\N)NC.O
HOMO level: -8.9 eV
frontier orbital gap: 9.79 eV
M: 91.11 g/mol
ΔE to the lowest compared entry with this formula, charge and spin: 9.3 kcal/mol

Here are the natural (NBO) charges for atoms 1 to 4, given in e: C -0.413; N -0.626; C 0.588; N -0.839

(7)
The following is a quantum chemistry calculation of a 2-piece molecular cluster, C2H9N3O overall, from OMol25.

CARTESIAN COORDINATES (ANGSTROEM)
N1 2.33215 2.08045 -0.12060
C1 1.22456 1.41707 -0.76487
N2 1.25330 -0.03917 -0.71379
H1 3.19307 1.56448 -0.30498
H2 2.26647 1.92553 0.88792
H3 1.18139 1.77137 -1.79695
H4 0.30108 1.81630 -0.33947
H5 0.65645 -0.43483 -1.43356
H6 0.83055 -0.34720 0.15892
C2 -2.24166 -1.18480 1.23316
N3 -2.22785 -2.04951 0.18255
O1 -1.46983 -0.26581 1.35641
H7 -2.99291 -1.43712 2.00254
H8 -2.92916 -2.74563 0.00868
H9 -1.37763 -2.07111 -0.35595

Summary:
net charge: 0
SMILES string: NC=O.NCN
HOMO level: -9.2 eV
frontier orbital gap: 9.93 eV
M: 91.11 g/mol
ΔE to the lowest compared entry with this formula, charge and spin: 15.9 kcal/mol

Here are the natural (NBO) charges for atoms 1 to 4, given in e: N -0.820; C -0.060; N -0.859; H 0.351

(8)
The following is a quantum chemistry calculation of a 3-piece molecular cluster, C2H9N3O overall, from OMol25.

CARTESIAN COORDINATES (ANGSTROEM)
C1 -1.04523 -0.18390 -1.42390
N1 0.17688 -0.27389 -2.15907
O1 -1.36575 -1.33701 -0.73282
H1 -0.65657 -1.46437 -0.07609
H2 0.96174 -0.49670 -1.55752
H3 0.37262 0.56121 -2.69635
H4 -1.87505 0.09409 -2.07905
H5 -0.91870 0.66702 -0.58718
N2 -0.41291 1.36931 0.71475
C2 1.28415 -0.40048 2.04592
N3 0.68015 -0.57574 0.97732
H6 0.52375 1.66289 0.97704
H7 -0.91705 0.98887 1.51246
H8 1.20859 0.53668 2.64063
H9 1.98337 -1.14797 2.44387

Summary:
net charge: 0
HOMO level (alpha / beta): -7.8 / -7.7 eV
frontier orbital gap (alpha / beta): 6.87 / 6.84 eV
M: 91.11 g/mol
ΔE to the lowest compared entry with this formula, charge and spin: 139.2 kcal/mol

Here are the natural (NBO) charges for atoms 1 to 4, given in e: C 0.079; N -0.853; O -0.724; H 0.484

(9)
The following is a quantum chemistry calculation of a 2-piece molecular cluster, C2H9N3O overall, from OMol25.

CARTESIAN COORDINATES (ANGSTROEM)
N1 -0.89435 -1.24564 1.20554
C1 0.36515 -1.49220 1.30515
N2 1.23621 -1.50846 0.29322
H1 -0.59123 -0.07848 -0.81851
H2 -1.33259 -1.71034 1.98961
H3 0.82845 -1.79782 2.25236
H4 2.17330 -1.81682 0.37309
H5 0.91350 -1.36955 -0.65476
N3 -0.02810 1.92052 0.14871
C2 -0.41300 1.72659 -1.17406
O1 -0.34957 0.33813 -1.65609
H6 0.83625 2.33794 0.42992
H7 -0.66634 1.65786 0.87672
H8 0.18261 2.24983 -1.92311
H9 -1.43400 2.09963 -1.34273

Summary:
net charge: 0
SMILES string: [H]/N=C/N.NCO
HOMO level: -9.2 eV
frontier orbital gap: 10.09 eV
M: 91.11 g/mol
ΔE to the lowest compared entry with this formula, charge and spin: 31.9 kcal/mol

Here are the natural (NBO) charges for atoms 1 to 4, given in e: N -0.795; C 0.303; N -0.796; H 0.472

(10)
The following is a quantum chemistry calculation of an isolated molecule of C2H9N3O, from OMol25.

CARTESIAN COORDINATES (ANGSTROEM)
C1 -0.15953 0.53801 0.51227
C2 0.56435 1.64099 -0.22760
N1 -0.62448 -1.14222 -1.31768
N2 -1.19680 -0.07010 -0.24259
N3 0.70310 -0.34790 1.19644
O1 -0.29400 -2.36320 -0.61296
H1 0.62706 -2.31202 -0.30780
H2 -0.64731 -0.83633 -2.28775
H3 0.26274 -1.19008 1.55038
H4 -1.71222 -0.73481 0.32917
H5 -1.21846 0.98471 0.94981
H6 1.45894 0.09737 1.69635
H7 1.30682 1.20679 -0.89931
H8 1.06847 2.30203 0.47576
H9 -0.13868 2.22676 -0.81448

Summary:
net charge: 0
SMILES string: C[C@H](N)NNO
HOMO level: -8.5 eV
frontier orbital gap: 9.48 eV
M: 91.11 g/mol
ΔE to the lowest compared entry with this formula, charge and spin: 130.4 kcal/mol

Here are the natural (NBO) charges for atoms 1 to 4, given in e: C 0.128; C -0.634; N -0.365; N -0.480

(11)
The following is a quantum chemistry calculation of a 2-piece molecular cluster, C2H9N3O overall, from OMol25.

CARTESIAN COORDINATES (ANGSTROEM)
N1 -2.20774 -0.11296 0.27821
C1 -2.69544 -1.19995 1.11583
N2 -3.11817 -2.25340 0.19745
H1 -1.45371 -0.31311 -0.35522
H2 -1.98431 0.68555 0.88362
H3 -1.95049 -1.65070 1.88470
H4 -3.57377 -0.70588 1.63600
H5 -3.97336 -2.18702 -0.22167
H6 -2.38647 -2.79880 -0.13891
C2 3.54575 1.21002 -0.63051
N3 4.24890 2.29377 -1.15555
O1 2.91977 0.47681 -1.28749
H7 3.60847 1.13158 0.50486
H8 4.73363 2.97482 -0.56142
H9 4.28693 2.44928 -2.14992

Summary:
net charge: 0
SMILES string: NC=O.NCN
HOMO level: -8.8 eV
frontier orbital gap: 9.65 eV
M: 91.11 g/mol
ΔE to the lowest compared entry with this formula, charge and spin: 30.4 kcal/mol

Here are the natural (NBO) charges for atoms 1 to 4, given in e: N -0.858; C -0.046; N -0.874; H 0.361

(12)
The following is a quantum chemistry calculation of a 2-piece molecular cluster, C2H9N3O overall, from OMol25.

CARTESIAN COORDINATES (ANGSTROEM)
C1 0.78602 -0.88840 1.13773
N1 0.70032 -1.04791 -0.30719
C2 0.02431 -0.06681 -0.99820
N2 0.11625 -0.28217 -2.38268
N3 -0.32496 1.02273 -0.46747
H1 1.01551 0.15549 1.38000
H2 -0.12493 -1.14083 1.66084
H3 1.62782 -1.38868 1.58713
H4 1.00562 -1.93095 -0.66691
H5 0.91905 -0.80321 -2.70026
H6 -0.04626 0.50706 -2.98960
H7 -0.76487 1.82033 -0.88131
H8 -2.31284 1.17937 2.31683
H9 -1.16093 1.32235 1.19917
O1 -1.46011 1.54162 2.11192

Summary:
net charge: 0
SMILES string: [H]/N=C(\N)NC.O
HOMO level: -9.2 eV
frontier orbital gap: 9.99 eV
M: 91.11 g/mol
ΔE to the lowest compared entry with this formula, charge and spin: 18.1 kcal/mol

Here are the natural (NBO) charges for atoms 1 to 4, given in e: C -0.426; N -0.626; C 0.613; N -0.844

(13)
The following is a quantum chemistry calculation of a 2-piece molecular cluster, C2H9N3O overall, from OMol25.

CARTESIAN COORDINATES (ANGSTROEM)
N1 0.35110 -0.76540 -0.57728
C1 -0.91165 -1.60606 -0.61566
N2 -1.88024 -1.23442 -1.61551
H1 0.66874 -0.68236 -1.54165
H2 1.11388 -1.33298 -0.20553
H3 -1.40230 -1.50999 0.34853
H4 -0.57572 -2.64352 -0.62214
H5 -1.59557 -1.62771 -2.50429
H6 -1.96287 -0.23006 -1.71546
C2 1.42049 2.25452 1.89037
N3 0.68856 1.50279 1.08919
O1 2.26377 1.96518 2.73660
H7 0.98353 3.27759 2.05319
H8 0.48247 0.49904 0.91320
H9 0.35581 2.13337 0.36644

Summary:
spin multiplicity: 2
net charge: +1
HOMO level (alpha / beta): -13.2 / -13.2 eV
frontier orbital gap (alpha / beta): 8.46 / 3.81 eV
M: 91.11 g/mol
ΔE to the lowest compared entry with this formula, charge and spin: 49.6 kcal/mol

Here are the natural (NBO) charges for atoms 1 to 4, given in e: N -0.892; C -0.059; N -0.810; H 0.379

(14)
The following is a quantum chemistry calculation of a 2-piece molecular cluster, C2H9N3O2 overall, from OMol25.

CARTESIAN COORDINATES (ANGSTROEM)
C1 1.43860 1.31832 -0.83156
O1 1.66190 1.04298 0.51659
H1 0.81851 1.12878 0.99927
H2 0.99058 2.30889 -0.97339
H3 2.40445 1.28116 -1.33368
H4 0.77506 0.58318 -1.43973
N1 -0.33909 -1.31682 0.14778
C2 -1.19734 -0.27907 0.36852
N2 0.60699 -1.69813 1.11903
N3 -2.20406 -0.16006 -0.53828
O2 -1.00453 0.53696 1.25928
H5 -0.60451 -2.06476 -0.48848
H6 1.43066 -1.10034 1.00550
H7 0.23420 -1.50516 2.04964
H8 -2.77112 0.66715 -0.50020
H9 -2.24032 -0.74309 -1.36030

Summary:
net charge: 0
SMILES string: NNC(N)=O.CO
HOMO level: -9.5 eV
frontier orbital gap: 10.21 eV
M: 107.11 g/mol
ΔE to the lowest compared entry with this formula, charge and spin: 24.6 kcal/mol

Here are the natural (NBO) charges for atoms 1 to 4, given in e: C -0.247; O -0.751; H 0.499; H 0.163

(15)
The following is a quantum chemistry calculation of an isolated molecule of C2H9N3S, from OMol25.

CARTESIAN COORDINATES (ANGSTROEM)
C1 1.72036 -0.82547 0.44793
C2 0.39458 -1.08562 -0.31843
N1 -0.63174 2.30716 0.45792
N2 -0.41262 1.21424 -0.37895
N3 -0.62555 -0.18616 0.12947
S1 -2.15065 -0.97788 0.16971
H1 1.49472 -0.10749 1.29358
H2 2.22142 -1.87712 0.59404
H3 2.28628 -0.22745 -0.31889
H4 0.39707 -0.85194 -1.44607
H5 -0.08638 -2.09812 -0.21123
H6 -1.49006 2.48237 0.89463
H7 0.19576 2.29031 1.06307
H8 -0.94876 1.33909 -1.19705
H9 -2.36444 -1.39591 -1.17973

Summary:
net charge: 0
SMILES string: CCN(S)NN
HOMO level: -8.9 eV
frontier orbital gap: 9.81 eV
M: 107.18 g/mol
ΔE to the lowest compared entry with this formula, charge and spin: 4.3 kcal/mol

Here are the natural (NBO) charges for atoms 1 to 4, given in e: C -0.648; C -0.230; N -0.653; N -0.317

(16)
The following is a quantum chemistry calculation of a 2-piece molecular cluster, C2H9N3S overall, from OMol25.

CARTESIAN COORDINATES (ANGSTROEM)
C1 -1.89881 1.14097 0.46984
C2 -1.29847 -0.13428 1.17098
N1 2.96802 -1.42838 -1.31914
N2 2.12556 -1.16488 -2.25045
N3 -0.04635 -0.52669 0.65683
S1 1.29102 0.39785 1.23487
H1 -1.15410 1.94605 0.38893
H2 -1.92049 0.98801 -0.57595
H3 -2.97802 1.47311 0.85260
H4 -1.24324 -0.14525 2.30363
H5 -2.01490 -0.98015 0.87966
H6 0.02200 -0.42610 -0.38896
H7 2.58066 -1.33279 -0.37456
H8 2.37883 -1.26115 -3.27322
H9 1.18830 1.45368 0.22492

Summary:
net charge: 0
SMILES string: [H]/N=N/[H].CCNS
HOMO level: -8.9 eV
frontier orbital gap: 9.45 eV
M: 107.18 g/mol
ΔE to the lowest compared entry with this formula, charge and spin: 4.3 kcal/mol

Here are the natural (NBO) charges for atoms 1 to 4, given in e: C -0.646; C -0.228; N -0.303; N -0.364

(17)
The following is a quantum chemistry calculation of a 2-piece molecular cluster, C2H9N4 overall, from OMol25.

CARTESIAN COORDINATES (ANGSTROEM)
C1 -2.33635 1.43801 -0.44319
C2 1.10173 -0.78448 1.01754
N1 -2.12856 0.37644 0.12076
N2 -2.25211 2.57587 -0.81076
N3 0.82273 0.29064 -1.26767
N4 0.25540 -0.54442 -0.22653
H1 1.16361 0.12944 1.58401
H2 0.56805 -1.35114 1.87401
H3 2.13244 -1.15880 0.63633
H4 -2.97247 -0.18226 0.47196
H5 -2.63467 3.02622 -1.57775
H6 1.76069 0.13560 -1.33686
H7 0.69605 1.27955 -0.91474
H8 -0.72658 -0.04462 -0.10525
H9 0.18093 -1.59677 -0.63490

Summary:
net charge: +1
HOMO level: -14.8 eV
frontier orbital gap: 11.64 eV
M: 89.12 g/mol
ΔE to the lowest compared entry with this formula, charge and spin: 80.7 kcal/mol

Here are the natural (NBO) charges for atoms 1 to 4, given in e: C 0.704; C -0.471; N -0.833; N -0.623